<w>
Entry from the OMol25 dataset: a cluster of 5 separate species, C15H30O15 in total (ωB97M-V/def2-TZVPD).

Calculated values
- multiplicity = 1
- charge = 0
- SMILES string = COC(=O)OC.COC(=O)OC.COC(=O)OC.COC(=O)OC.COC(=O)OC

Each line ends with the Löwdin charge.
Cartesian coordinates (Å):
1 C -5.95325 -7.10377 0.04205  -0.0248
2 O -5.58669 -5.71620 -0.00082  0.0054
3 C -5.93048 -4.98203 1.05705  -0.6178
4 O -6.57104 -5.34598 2.00319  0.1269
5 O -5.44979 -3.75360 0.86675  0.0044
6 C -5.79579 -2.80140 1.85569  -0.0538
7 H -5.05230 -7.68329 0.25274  0.0960
8 H -6.32349 -7.36206 -0.94421  0.0925
9 H -6.67417 -7.29614 0.82846  0.0876
10 H -5.36505 -3.04669 2.82822  0.1003
11 H -6.86520 -2.67190 2.02985  0.0994
12 H -5.39600 -1.84965 1.51564  0.0818
13 C -2.48578 -0.89948 0.61177  -0.0478
14 O -1.08752 -1.08100 0.75756  0.0011
15 C -0.30103 -0.36322 -0.06183  -0.6122
16 O -0.67283 0.37977 -0.93152  0.1210
17 O 0.95305 -0.59016 0.28684  0.0043
18 C 1.96867 0.00179 -0.54514  0.0075
19 H -2.87677 -0.70233 1.61277  0.0924
20 H -2.99713 -1.74682 0.16205  0.0923
21 H -2.71679 -0.00272 0.03541  0.0929
22 H 2.89145 -0.22703 -0.02714  0.0963
23 H 1.80138 1.07656 -0.63994  0.0832
24 H 1.91182 -0.40267 -1.55499  0.0885
25 C 2.62087 0.20923 -4.32907  -0.0474
26 O 1.78670 1.31972 -4.04122  0.0012
27 C 2.36846 2.46527 -3.71005  -0.6204
28 O 3.53103 2.62190 -3.44701  0.1265
29 O 1.42944 3.41112 -3.66716  0.0086
30 C 1.85972 4.65560 -3.15761  -0.0570
31 H 2.05217 -0.67616 -4.06568  0.0898
32 H 3.56175 0.22927 -3.78002  0.0933
33 H 2.85821 0.21149 -5.39389  0.0987
34 H 2.28025 4.54002 -2.16075  0.0777
35 H 0.99336 5.30329 -3.05061  0.0966
36 H 2.60358 5.15356 -3.77896  0.1018
37 C 0.34757 3.45106 0.19265  -0.0392
38 O -0.23828 4.72833 0.37614  0.0216
39 C 0.53476 5.77898 0.16066  -0.6244
40 O 1.69324 5.74615 -0.17815  0.1079
41 O -0.18123 6.87490 0.38172  0.0088
42 C 0.47367 8.09722 0.04020  -0.0339
43 H 0.48012 3.22199 -0.86618  0.0893
44 H -0.31820 2.71171 0.62636  0.0917
45 H 1.31615 3.38566 0.69425  0.1044
46 H -0.26880 8.88108 0.11366  0.0931
47 H 0.87292 8.04175 -0.97228  0.0955
48 H 1.30726 8.26309 0.72216  0.0986
49 C 5.59875 -2.43239 2.06883  -0.0352
50 O 4.21875 -2.37911 1.69585  -0.0060
51 C 3.39722 -3.07190 2.48541  -0.6171
52 O 3.72800 -3.89567 3.29027  0.1313
53 O 2.14671 -2.72596 2.18494  -0.0040
54 C 1.12474 -3.08915 3.08764  -0.0380
55 H 6.14412 -1.93051 1.27948  0.0918
56 H 5.92413 -3.47310 2.13181  0.0951
57 H 5.75353 -1.97052 3.04178  0.0994
58 H 0.18852 -3.12472 2.54250  0.0881
59 H 1.03632 -2.32587 3.86660  0.1017
60 H 1.34927 -4.03732 3.57525  0.0925



<x>
Entry from the OMol25 dataset: a cluster of 5 separate species, C15H30O15 in total (ωB97M-V/def2-TZVPD).

Calculated values
- multiplicity = 1
- charge = 0
- SMILES string = COC(=O)OC.COC(=O)OC.COC(=O)OC.COC(=O)OC.COC(=O)OC

Each line ends with the Löwdin charge.
Cartesian coordinates (Å):
1 C -0.10383 -7.05162 -4.71389  -0.0927
2 O -0.33662 -5.75324 -5.06878  -0.0354
3 C -1.35889 -4.95516 -4.56154  -0.5466
4 O -2.06889 -5.19068 -3.61254  0.1285
5 O -1.35129 -3.82509 -5.25075  -0.0074
6 C -2.39803 -2.85447 -5.16649  -0.0276
7 H 0.08310 -7.21660 -3.65279  0.0960
8 H 0.77299 -7.37371 -5.27564  0.0984
9 H -1.01788 -7.56975 -5.00398  0.1005
10 H -2.25681 -2.38295 -4.19396  0.0943
11 H -3.37397 -3.28731 -4.94671  0.0922
12 H -2.38094 -2.19811 -6.03655  0.0999
13 C 8.95795 0.32270 3.21329  -0.0077
14 O 9.40409 -0.99984 2.76007  -0.0224
15 C 10.29493 -1.76494 3.43518  -0.5100
16 O 10.83670 -1.50491 4.52605  0.0791
17 O 10.55037 -2.84241 2.62506  -0.0124
18 C 11.23072 -3.95071 3.17149  -0.0661
19 H 9.42701 1.11099 2.62450  0.0870
20 H 9.28925 0.52992 4.23084  0.0887
21 H 7.88498 0.34700 3.02294  0.0923
22 H 12.07619 -4.21436 2.53605  0.0899
23 H 10.64318 -4.86872 3.15965  0.0900
24 H 11.62147 -3.77981 4.17459  0.0916
25 C -1.21873 -0.51718 4.34841  -0.0510
26 O -2.15528 -0.53426 3.29615  -0.0182
27 C -3.23143 -1.32049 3.11462  -0.6237
28 O -3.41293 -2.30814 3.76597  0.1411
29 O -3.87495 -0.85023 2.08367  0.0155
30 C -4.92131 -1.59622 1.54599  -0.0469
31 H -0.49000 -1.32378 4.26803  0.0933
32 H -1.75014 -0.63727 5.29249  0.0937
33 H -0.68071 0.42834 4.41632  0.0920
34 H -5.68044 -1.86640 2.28003  0.1051
35 H -4.39632 -2.42456 1.07025  0.1045
36 H -5.37806 -1.10559 0.68648  0.0946
37 C -6.36039 4.74704 -1.00302  -0.0640
38 O -7.30927 5.05462 -0.03208  -0.0089
39 C -7.77573 6.31421 0.03049  -0.5361
40 O -7.35868 7.25622 -0.65910  0.1015
41 O -8.75082 6.32587 0.95723  0.0065
42 C -9.15968 7.53613 1.40716  -0.1006
43 H -5.47078 5.23652 -0.60668  0.1045
44 H -6.67531 5.03114 -2.00712  0.1005
45 H -6.17598 3.67777 -1.10674  0.0932
46 H -9.60031 8.18708 0.65204  0.1044
47 H -8.26072 8.10123 1.65343  0.0947
48 H -9.63877 7.45977 2.38325  0.1043
49 C 1.42439 3.92386 -2.48915  -0.0134
50 O 1.69603 2.48242 -2.58703  -0.0036
51 C 1.96228 1.75433 -1.50127  -0.6147
52 O 2.07811 2.14756 -0.40328  0.1647
53 O 1.98256 0.44870 -1.88454  -0.0143
54 C 2.33375 -0.61109 -1.04737  -0.0733
55 H 1.24610 4.26115 -3.51020  0.0912
56 H 2.30444 4.50002 -2.20342  0.0863
57 H 0.68678 4.21766 -1.74234  0.0947
58 H 1.84810 -0.76687 -0.08406  0.0951
59 H 3.35533 -0.46014 -0.69853  0.0899
60 H 2.38295 -1.49587 -1.68207  0.0976



<w> takes first place; second place is 2.774 eV up.



<w>
Entry from the OMol25 dataset: the molecule C2H6O2 (ωB97M-V/def2-TZVPD).

Calculated values
- multiplicity = 1
- charge = 0
- SMILES string = OCCO

Each line ends with the Löwdin charge.
Cartesian coordinates (Å):
1 O -1.16453 1.09239 0.06483  -0.0686
2 C -0.83894 -0.28032 -0.05849  -0.2573
3 C 0.62613 -0.50984 0.27840  -0.2544
4 O 1.44926 0.33030 -0.51318  -0.0689
5 H -0.75250 1.53201 -0.68846  0.0827
6 H -1.48822 -0.83264 0.62931  0.1202
7 H -1.04611 -0.64219 -1.07655  0.1205
8 H 0.79379 -0.31758 1.34592  0.1207
9 H 0.91019 -1.54663 0.07079  0.1191
10 H 1.51093 1.17448 -0.05257  0.0861



<x>
Entry from the OMol25 dataset: a cluster of 2 separate species, C2H6O2 in total (ωB97M-V/def2-TZVPD).

Calculated values
- multiplicity = 1
- charge = 0
- SMILES string = CC=O.O

Each line ends with the Löwdin charge.
Cartesian coordinates (Å):
1 O -0.69930 -0.88936 0.62626  0.0182
2 C -0.57707 -0.76527 -0.56894  -0.3130
3 C 0.75058 -0.63736 -1.25445  -0.0529
4 H -1.46925 -0.50206 -1.15060  0.1162
5 H 1.49626 -1.06774 -0.58078  0.0857
6 H 0.76070 -1.25007 -2.15139  0.0717
7 H 0.96435 0.40303 -1.47874  0.0823
8 H -0.14537 1.10157 1.51143  0.0192
9 H 0.53482 2.39624 1.75718  0.0359
10 O 0.27364 1.82617 1.02656  -0.0633



<y>
Entry from the OMol25 dataset: a cluster of 2 separate species, C2H6O2 in total (ωB97M-V/def2-TZVPD).

Calculated values
- multiplicity = 1
- charge = 0
- SMILES string = C=CO.O

Each line ends with the Löwdin charge.
Cartesian coordinates (Å):
1 C -0.66108 1.25207 0.01472  0.0206
2 C 0.51503 0.88789 -0.47317  -0.2614
3 O 0.75397 -0.40284 -0.89737  -0.0364
4 H -0.73439 2.23541 0.46209  0.0546
5 H -1.47261 0.57378 0.24318  0.0642
6 H 1.35797 1.56925 -0.44280  0.1087
7 H 1.31360 -0.36031 -1.66836  0.1018
8 H -0.34393 -1.94848 1.69819  0.0300
9 H -0.11508 -1.59709 0.24889  -0.0140
10 O -0.61348 -2.20969 0.81464  -0.0682



<z>
Entry from the OMol25 dataset: a cluster of 2 separate species, C2H6O2 in total (ωB97M-V/def2-TZVPD).

Calculated values
- multiplicity = 1
- charge = 0
- SMILES string = O=CO.C

Each line ends with the Löwdin charge.
Cartesian coordinates (Å):
1 C -7.23204 -1.09787 -1.80197  -0.0682
2 H -8.10362 -1.77241 -2.20939  0.0623
3 H -7.55867 -0.22589 -1.22954  0.0107
4 H -6.33926 -0.92524 -2.34901  -0.0076
5 H -6.92220 -1.81730 -1.02863  0.0029
6 O 3.22337 1.44692 0.10426  0.0217
7 C 3.39258 0.58493 0.99802  -0.2779
8 O 2.52649 -0.51630 1.07563  0.0370
9 H 3.89441 0.62603 1.93548  0.1237
10 H 2.06724 -0.25246 0.26566  0.0954



<x> takes first place; second place is 0.078 eV up.



<w>
Entry from the OMol25 dataset: the molecule C2H6O2 (ωB97M-V/def2-TZVPD).

Calculated values
- multiplicity = 1
- charge = 0
- SMILES string = OCCO

Each line ends with the Löwdin charge.
Cartesian coordinates (Å):
1 O -0.78545 -1.06423 -0.76121  -0.0771
2 C 0.48051 -0.52971 -0.38637  -0.2364
3 C 0.29834 0.49997 0.73450  -0.2580
4 O -0.82616 1.30328 0.46145  -0.0718
5 H -1.06704 -0.61129 -1.56407  0.0923
6 H 1.10592 -1.36646 -0.05703  0.1168
7 H 0.96620 -0.05821 -1.24940  0.1193
8 H 0.19748 0.00246 1.71213  0.1169
9 H 1.16909 1.16192 0.79026  0.1191
10 H -1.53889 0.66227 0.31973  0.0789



<x>
Entry from the OMol25 dataset: the molecule C2H6O2 (ωB97M-V/def2-TZVPD).

Calculated values
- multiplicity = 1
- charge = 0
- SMILES string = OCCO

Each line ends with the Löwdin charge.
Cartesian coordinates (Å):
1 C -0.56464 -0.20822 0.70990  -0.1830
2 C 0.69046 -0.33289 -0.26612  -0.1795
3 H -0.63013 0.57740 1.24158  0.0626
4 H -0.37804 -0.74959 1.42216  0.0319
5 H 1.69788 -0.41838 0.26926  0.1286
6 H 0.68978 -1.12444 -0.94523  0.0913
7 H 1.13722 1.69853 -0.57138  0.1701
8 H -1.72339 0.17117 -0.67276  -0.0034
9 O 0.78336 0.83322 -1.11933  -0.1525
10 O -1.70250 -0.44679 -0.06808  0.0339



<w> takes first place; second place is 2.417 eV up.